C14H10N2O3S | ωB97M-V with the def2-TZVPD basis set

Each line ends with the Mulliken charge.
Cartesian coordinates (Å):
O1 6.4058 0.9573 -0.6226  -0.61
N1 5.9185 -0.1080 -0.3098  0.99
O2 6.5430 -1.1376 -0.1666  -0.61
C1 4.4949 -0.1544 -0.0928  0.00
C2 3.8956 -1.3573 0.2656  -0.48
C3 2.5334 -1.3949 0.4717  -0.70
C4 1.7587 -0.2432 0.3228  0.53
C5 2.3752 0.9503 -0.0343  -0.44
C6 3.7400 1.0009 -0.2433  -0.60
H1 4.2311 1.9208 -0.5206  0.47
H2 1.7832 1.8449 -0.1480  0.29
C7 0.2857 -0.3593 0.5523  -0.36
H3 0.0854 -0.7645 1.5461  0.39
H4 -0.1738 -1.0256 -0.1805  0.43
S1 -0.6225 1.2265 0.4265  -0.27
C8 -2.1971 0.5599 0.2029  0.57
N2 -2.4879 -0.6969 0.1216  -0.46
C9 -3.8538 -0.7193 -0.0675  0.50
C10 -4.7419 -1.7727 -0.2252  -0.74
C11 -6.0738 -1.4504 -0.3990  -0.46
C12 -6.5162 -0.1287 -0.4166  -0.40
C13 -5.6441 0.9347 -0.2601  -1.01
C14 -4.3140 0.6123 -0.0863  0.85
O3 -3.2301 1.4237 0.0905  -0.39
H5 -5.9777 1.9592 -0.2726  0.43
H6 -7.5673 0.0719 -0.5563  0.37
H7 -6.7954 -2.2433 -0.5258  0.38
H8 -4.3959 -2.7929 -0.2116  0.44
H9 2.0572 -2.3229 0.7497  0.44
H10 4.5073 -2.2394 0.3765  0.46

Atomic forces in eV per Å
O 0.16 0.22 -0.07
N 0.53 0.02 -0.08
O 0.19 -0.21 0.02
C -1.33 0.02 0.18
C 0.28 0.08 -0.06
C -0.06 0.23 -0.03
C 0.17 0.18 -0.04
C -0.07 -0.22 0.09
C 0.42 -0.10 -0.03
H 0.01 0.02 -0.01
H 0.04 0.12 -0.06
C -0.59 0.10 0.03
H 0.00 -0.07 -0.11
H 0.08 0.00 0.12
S 0.46 0.17 0.05
C 0.04 -0.94 -0.04
N 0.55 0.18 0.12
C -0.66 0.86 -0.06
C 0.16 0.17 0.03
C -0.13 -0.10 -0.02
C -0.06 -0.02 -0.01
C 0.31 0.31 0.05
C -0.38 -1.24 -0.10
O 0.10 0.42 0.04
H -0.08 0.12 -0.01
H -0.09 0.03 -0.01
H -0.07 -0.06 -0.01
H 0.03 -0.13 0.00
H -0.03 -0.11 0.03
H 0.01 -0.02 0.00

- Relative energy (zero: lowest compared OMol25 entry of this formula, charge and spin): 301.7 kJ/mol
- HOMO level: -8.619 eV
- SMILES: O=[N+]([O-])c1ccc(CSc2nc3ccccc3o2)cc1
- Frontier orbital gap: 8.05 eV
- Charge: 0